1.
Density functional theory data (ωB97M-V/def2-TZVPD) for a 2-piece molecular cluster, C21H18Cl2NO overall.

Each line ends with the Mulliken charge.
Cartesian coordinates (Å):
Cl (-5.826, 3.422, -1.698)  -0.1480
C (-4.301, 2.652, -1.659)  0.4620
C (-4.224, 1.248, -1.640)  -0.7439
C (-2.982, 0.630, -1.594)  -0.3331
C (-1.779, 1.386, -1.569)  0.7953
C (-0.515, 0.725, -1.494)  -0.1596
C (0.698, 1.375, -1.674)  -0.3289
C (1.918, 0.730, -1.534)  -0.3185
C (3.182, 1.390, -1.604)  0.8144
C (4.382, 0.629, -1.645)  -0.3918
C (5.626, 1.242, -1.699)  -0.7228
C (5.708, 2.646, -1.703)  0.4649
Cl (7.236, 3.410, -1.745)  -0.1462
C (4.542, 3.427, -1.667)  -0.8270
C (3.297, 2.808, -1.622)  -0.3502
C (-1.889, 2.805, -1.608)  -0.3241
C (-3.132, 3.429, -1.644)  -0.8622
H (-5.140, 0.664, -1.654)  0.4159
H (-2.907, -0.458, -1.579)  0.4020
H (-0.507, -0.348, -1.297)  0.2223
H (0.695, 2.426, -1.971)  0.3358
H (1.912, -0.349, -1.371)  0.3718
H (4.303, -0.459, -1.640)  0.3763
H (6.539, 0.654, -1.733)  0.4111
H (4.620, 4.511, -1.673)  0.4102
H (2.395, 3.419, -1.586)  0.3762
H (-0.987, 3.414, -1.592)  0.3663
H (-3.205, 4.512, -1.656)  0.4097
C (-2.071, -5.344, 4.485)  -0.7804
O (-1.735, -3.937, 4.596)  -0.3891
C (-1.343, -3.295, 3.454)  0.9339
C (-1.029, -1.921, 3.552)  -0.5661
C (-0.644, -1.249, 2.393)  -0.3025
N (-0.565, -1.837, 1.185)  -0.3282
C (-0.844, -3.148, 1.104)  -0.5571
C (-1.243, -3.931, 2.196)  -0.3230
H (-2.347, -5.612, 5.504)  0.2285
H (-2.919, -5.508, 3.802)  0.3386
H (-1.208, -5.943, 4.152)  0.3356
H (-1.098, -1.410, 4.510)  0.3996
H (-0.388, -0.186, 2.437)  0.3435
H (-0.753, -3.625, 0.124)  0.3303
H (-1.473, -4.993, 2.059)  0.3581

Summary:
- net charge = +1
- energy (a.u.) = -1861.13455
- LUMO level (eV) = -5.58
- gap between HOMO and LUMO (eV) = 5.9



2.
Density functional theory data (ωB97M-V/def2-TZVPD) for one molecule with the formula C5H9NO.

Each line ends with the Mulliken charge.
Cartesian coordinates (Å):
H (-1.085, 1.934, -1.812)  0.2490
N (-1.050, 1.471, -0.910)  -0.5830
C (-0.385, 0.391, -1.010)  -0.3572
C (-0.653, -0.693, 0.004)  0.4354
C (-1.257, -0.242, 1.317)  -1.1798
O (0.535, -1.523, 0.225)  -0.4064
C (1.666, -0.831, -0.054)  0.0968
C (1.714, 0.505, 0.033)  -0.8685
H (0.123, 0.044, -1.918)  0.4532
H (-1.376, -1.326, -0.533)  0.2948
H (-0.604, 0.461, 1.840)  0.1991
H (-2.228, 0.243, 1.180)  0.3574
H (-1.385, -1.132, 1.936)  0.3679
H (2.470, -1.436, -0.476)  0.3608
H (1.098, 1.056, 0.728)  0.2967
H (2.418, 1.078, -0.550)  0.2839

Summary:
- net charge = 0
- energy (a.u.) = -325.82469
- LUMO level (eV) = 1.01
- SMILES = [H]/N=C/[C@H](C)OC=C
- gap between HOMO and LUMO (eV) = 9.7
- energy above the lowest of the compared OMol25 structures with the same formula, charge and spin (eV) = 3.071



3.
Density functional theory data (ωB97M-V/def2-TZVPD) for C23H28BBrF4N5O2Ru as an isolated structure.

Each line ends with the Mulliken charge.
Cartesian coordinates (Å):
Ru (0.290, 0.808, 0.091)  0.8605
C (0.552, -0.382, 4.476)  -1.5896
C (0.047, -0.436, 3.057)  0.7673
O (0.118, 0.589, 2.370)  -0.5420
C (-0.467, -1.675, 2.571)  -1.0778
C (-1.071, -1.805, 1.347)  0.7926
C (-1.905, -3.021, 1.053)  -1.3232
N (-1.034, -0.797, 0.443)  0.6914
N (-2.007, -0.891, -0.470)  -0.6043
C (-2.186, 0.298, -1.037)  0.0231
O (-1.508, 1.317, -0.718)  -0.7662
C (-3.220, 0.431, -2.094)  0.6335
C (-3.551, 1.702, -2.555)  -0.2677
C (-4.482, 1.848, -3.572)  -0.6999
C (-5.073, 0.727, -4.139)  -0.3687
C (-4.737, -0.542, -3.685)  -0.8186
C (-3.820, -0.692, -2.657)  -0.3022
H (0.936, 0.612, 4.690)  0.3991
H (1.342, -1.122, 4.621)  0.2936
H (-0.253, -0.616, 5.176)  0.4345
H (-0.507, -2.514, 3.252)  0.3823
H (-1.679, -3.812, 1.764)  0.4395
H (-1.740, -3.371, 0.034)  0.2760
H (-2.962, -2.763, 1.127)  0.2642
H (-3.062, 2.560, -2.113)  0.4757
H (-4.749, 2.837, -3.920)  0.4177
H (-5.796, 0.843, -4.937)  0.4091
H (-5.195, -1.416, -4.131)  0.4020
H (-3.557, -1.674, -2.286)  0.4644
C (2.718, 1.523, 1.408)  -0.4407
C (4.043, 1.336, 2.177)  -0.9966
N (4.804, 0.249, 1.577)  -0.1686
C (4.088, -0.999, 1.790)  -0.9283
C (2.671, -0.927, 1.160)  0.0124
N (2.492, 0.362, 0.457)  1.2922
C (3.548, 0.484, -0.569)  -1.1096
C (4.937, 0.499, 0.139)  -0.7699
H (2.765, 2.421, 0.798)  0.4548
H (1.889, 1.620, 2.096)  0.6228
H (3.866, 1.093, 3.227)  0.2586
H (4.640, 2.248, 2.139)  0.3917
H (4.029, -1.185, 2.863)  0.3530
H (4.671, -1.806, 1.342)  0.2926
H (1.888, -1.039, 1.895)  -0.6544
H (2.544, -1.720, 0.420)  0.5362
H (3.361, 1.386, -1.141)  0.4441
H (3.468, -0.372, -1.241)  0.4550
H (5.428, 1.462, 0.005)  0.2917
H (5.583, -0.273, -0.281)  0.3274
Br (-0.480, -3.714, -3.498)  -0.1609
C (-0.272, -1.849, -3.323)  -0.5503
C (-0.668, -0.991, -4.332)  -0.1111
C (-0.496, 0.367, -4.128)  -1.0796
C (0.060, 0.811, -2.941)  -0.2469
N (0.443, -0.033, -1.970)  0.5570
C (0.271, -1.339, -2.161)  -0.2419
H (-1.095, -1.378, -5.247)  0.4739
H (-0.810, 1.086, -4.872)  0.5027
H (0.213, 1.863, -2.757)  0.4145
H (0.578, -1.997, -1.358)  0.5487
F (1.626, 2.440, -1.305)  -0.1511
B (1.098, 3.687, -0.786)  0.4456
F (0.246, 3.239, 0.269)  -0.4029
F (0.378, 4.324, -1.771)  -0.3669
F (2.138, 4.440, -0.276)  -0.3615

Summary:
- net charge = 0
- energy (a.u.) = -4410.90046
- LUMO level (spin up / spin down) (eV) = -0.22 / -1.55
- gap between HOMO and LUMO (spin up / spin down) (eV) = 7.4 / 6.5
- energy above the lowest of the compared OMol25 structures with the same formula, charge and spin (eV) = 0.874
- <S²> = 0.769
- 2S+1 = 2



4.
Density functional theory data (ωB97M-V/def2-TZVPD) for an isolated ion of composition C3H7NO2P and charge -1.

Each line ends with the Mulliken charge.
Cartesian coordinates (Å):
H (-1.052, -0.904, -0.700)  0.3879
N (-1.576, -0.271, -1.215)  -0.7753
C (-1.385, 0.901, -0.816)  0.0067
C (-0.300, 1.283, 0.235)  -0.4275
C (0.612, 0.101, 0.527)  -0.7094
P (2.429, 0.196, 0.102)  0.5828
O (2.990, 1.570, 0.098)  -0.7197
O (3.219, -0.866, 0.874)  -0.7554
H (-2.030, 1.680, -1.133)  0.3897
H (0.287, 2.238, -0.027)  0.3248
H (-0.834, 1.544, 1.116)  0.2691
H (0.406, -0.305, 1.597)  0.3754
H (0.326, -0.768, 0.014)  0.1285
H (2.320, -0.236, -1.219)  -0.0776

Summary:
- net charge = -1
- energy (a.u.) = -665.17642
- LUMO level (eV) = 3.84
- SMILES = [H]/N=C\CC[P@@H](=O)[O-]
- gap between HOMO and LUMO (eV) = 8.6
- energy above the lowest of the compared OMol25 structures with the same formula, charge and spin (eV) = 1.236



5.
Density functional theory data (ωB97M-V/def2-TZVPD) for a 2-piece molecular cluster, C3H7NO2 overall.

Each line ends with the Mulliken charge.
Cartesian coordinates (Å):
C (-2.748, -0.242, -0.260)  -0.6760
C (-2.096, 0.698, -0.945)  -0.0412
O (-1.428, 0.681, -2.090)  -0.4860
H (-2.479, -1.267, -0.405)  0.2607
H (-3.169, 0.116, 0.646)  0.2739
H (-1.940, 1.705, -0.553)  0.3059
H (-0.456, 0.839, -1.742)  0.3607
N (1.970, -1.434, 0.640)  -0.4140
C (2.329, -0.290, 1.459)  0.1642
O (1.779, 0.786, 1.193)  -0.5258
H (1.595, -1.217, -0.275)  0.2202
H (1.891, -2.329, 1.237)  0.2461
H (3.042, -0.543, 2.262)  0.3112

Summary:
- net charge = 0
- energy (a.u.) = -323.66448
- LUMO level (eV) = 0.64
- SMILES = C=CO.NC=O
- gap between HOMO and LUMO (eV) = 9.9
- energy above the lowest of the compared OMol25 structures with the same formula, charge and spin (eV) = 3.170



6.
Density functional theory data (ωB97M-V/def2-TZVPD) for one molecule with the formula C4H10N4.

Each line ends with the Mulliken charge.
Cartesian coordinates (Å):
C (0.389, 2.060, -0.168)  -1.3370
C (0.311, 0.595, -0.137)  0.3763
C (-0.974, -0.039, -0.154)  -0.1791
N (-2.223, 0.418, 0.033)  -0.3773
N (-3.153, -0.767, 0.131)  -0.5704
C (1.329, -0.344, -0.199)  0.8458
N (2.616, 0.012, 0.541)  -0.6762
N (1.451, -1.700, -0.299)  -0.5354
H (1.215, 2.438, -0.678)  0.4177
H (0.418, 2.452, 0.952)  0.2357
H (-0.648, 2.654, -0.516)  0.3024
H (-0.826, -1.216, -0.179)  0.0496
H (-2.627, -1.399, 0.914)  0.2464
H (-4.180, -0.392, 0.435)  0.2743
H (3.076, 1.093, 0.302)  0.2727
H (3.391, -0.703, 0.270)  0.2354
H (2.271, -2.073, 0.298)  0.2030
H (0.739, -2.232, -0.680)  0.2161

Summary:
- net charge = 0
- energy (a.u.) = -377.26524
- LUMO level (eV) = 0.61
- SMILES = CC(/C=N/N)=C(N)N
- gap between HOMO and LUMO (eV) = 7.9
- energy above the lowest of the compared OMol25 structures with the same formula, charge and spin (eV) = 4.941